[1]
Below is a single C7H14NOP molecule, with properties calculated with ωB97M-V with the def2-TZVPD basis set.

Calculated values
- calculated total energy (hartree) = -746.30630
- highest occupied orbital energy (spin up / spin down) (eV) = -7.807 / -7.657
- energy above the lowest of the compared OMol25 structures with the same formula, charge and spin (kcal per mole) = 86.1
- M (g mol⁻¹) = 159.2

XYZ file:
```
24
Properties=species:S:1:pos:R:3:lowdin_charge:R:1
P -0.28427 0.68134 -1.27454 0.8313
O -0.72906 1.63284 -2.33092 -0.3930
N -0.58414 -0.92330 -1.78793 -0.4161
C 0.86357 0.85877 1.72958 -0.4327
C -0.63226 0.80923 1.59793 -0.2197
C -1.37648 0.97490 0.28379 -0.2417
C -0.62400 -1.08987 -3.17062 -0.1727
C 0.08774 -1.87963 -0.99999 -0.1603
C 1.29581 0.90377 3.18555 -0.0312
C 1.65084 0.80351 0.75478 0.1195
H -0.85942 1.57341 2.40139 0.1326
H 0.47750 -1.13429 -3.52016 0.1058
H -0.99574 -0.13983 -3.60979 0.0750
H -0.87581 -0.23012 1.83450 0.1218
H 2.30805 1.43226 3.20266 0.1217
H -2.23720 0.41092 0.01452 0.0674
H 0.71057 -1.47104 -0.26549 0.0246
H 2.51196 0.57445 0.20334 0.0281
H 1.27978 -0.00573 3.63393 0.0540
H -0.50917 -2.74011 -0.55692 0.1001
H -1.10180 -2.05114 -3.46278 0.0982
H 0.74938 1.50659 3.74033 0.0181
H -1.78761 1.95375 0.22847 0.0654
H 0.66175 -2.45069 -1.83165 0.1039
```



[2]
Below is a molecular structure, C15H20FInNS, with properties calculated with ωB97M-V with the def2-TZVPD basis set.

Calculated values
- calculated total energy (hartree) = -1326.59984
- charge = -1
- highest occupied orbital energy (eV) = -5.321
- M (g mol⁻¹) = 380.2

XYZ file:
```
39
Properties=species:S:1:pos:R:3:lowdin_charge:R:1
In -1.36716 0.46065 0.62344 0.4039
S -1.71308 -1.93513 0.11538 0.1873
F -2.98361 1.47805 0.00450 -0.5496
N 1.03005 -0.30656 -2.29982 0.0873
C -5.20061 -0.84142 1.95642 -0.0715
C 4.65988 1.10751 -1.82949 -0.0748
C 5.24702 1.50895 -3.02197 -0.0883
C -7.47656 -2.31566 2.56776 -0.1201
C 7.21776 2.19543 -1.82627 -0.1109
C -6.22570 -0.26618 2.69557 -0.0926
C 1.12711 0.07704 -1.07923 -0.6206
C 5.35358 1.25139 -0.63566 -0.0880
C 6.52463 2.05233 -3.02100 -0.1067
C 6.63135 1.79474 -0.63318 -0.1044
C -5.31332 -2.15468 1.52002 -0.0857
C 1.96970 -0.65230 -0.05480 -0.0801
C -6.45131 -2.88923 1.82689 -0.1055
C 0.33988 1.21298 -0.57910 -0.2470
C -7.36369 -1.00113 3.00195 -0.1162
H 4.89248 0.93937 0.29304 0.0956
H 6.98038 2.36656 -3.95198 0.0948
H -1.32626 -1.83411 -1.16654 -0.2890
H -0.05877 1.80783 -1.40004 0.0469
H -6.13490 0.76039 3.02824 0.0997
H 3.66043 0.69078 -1.83532 0.0803
H 7.16985 1.90777 0.29969 0.0956
H 4.70099 1.39913 -3.95032 0.1025
H -4.50882 -2.58532 0.93695 0.0592
H 1.59286 -1.14634 -2.44947 0.0306
H -1.21908 0.61872 2.35009 -0.1022
H 0.90015 1.83829 0.12043 0.0340
H 1.32835 -1.34353 0.50216 0.0539
H 2.76457 -1.23131 -0.53260 0.0698
H 8.21385 2.62078 -1.82473 0.0937
H -6.53958 -3.91358 1.48458 0.0936
H -8.16319 -0.54963 3.57741 0.0903
H -8.36361 -2.89118 2.80472 0.0895
H -4.31515 -0.26735 1.71665 0.0757
H 2.41953 0.03598 0.66561 0.0689
```



[3]
Below is a gas-phase ion, C6H15NOP (charge +1), with properties calculated with ωB97M-V with the def2-TZVPD basis set.

Calculated values
- calculated total energy (hartree) = -708.53247
- charge = +1
- highest occupied orbital energy (spin up / spin down) (eV) = -10.863 / -10.888
- energy above the lowest of the compared OMol25 structures with the same formula, charge and spin (kcal per mole) = 145.9
- SMILES string = CCC([NH3+])=[PH]=C(O)CC
- M (g mol⁻¹) = 148.2

XYZ file:
```
24
Properties=species:S:1:pos:R:3:lowdin_charge:R:1
P -0.24924 -1.35594 0.26478 1.0135
O -1.27981 0.54257 1.60765 0.0610
N 2.37269 -1.57380 0.06744 0.0811
C 1.27592 -0.55498 -0.17925 -0.5125
C -1.58243 -0.30499 0.67978 -0.5220
C 1.62620 0.76426 0.54959 -0.2941
C 2.84649 1.34052 -0.17391 -0.1067
C -2.96701 -0.40178 -0.04286 -0.2643
C -2.96689 0.59500 -1.20745 -0.0925
H -2.14194 0.85492 1.92600 0.1470
H -2.17912 0.16564 -2.01209 0.1325
H 0.67110 1.44724 0.64601 0.1305
H 2.35838 -2.30282 -0.61014 0.1362
H 3.35555 -1.29698 -0.22765 0.1838
H -4.01149 0.47729 -1.53168 0.0778
H -3.19962 -1.47540 -0.26402 0.1217
H -3.79586 -0.29093 0.77976 0.1503
H 1.73570 0.40763 1.62046 0.1103
H -0.81098 -1.64758 -1.03511 0.0005
H 2.62756 2.37306 -0.03736 0.0638
H 3.85509 1.18089 0.18552 0.0794
H 2.55934 -1.77213 1.01884 0.1269
H 2.72165 1.16088 -1.20886 0.0655
H -2.82127 1.66742 -0.81545 0.1105
```



[4]
Below is a molecular structure, C21H34N6OS2Zn, with properties calculated with ωB97M-V with the def2-TZVPD basis set.

Calculated values
- calculated total energy (hartree) = -3799.67693
- charge = +2
- highest occupied orbital energy (eV) = -13.348
- M (g mol⁻¹) = 516.1

XYZ file:
```
65
Properties=species:S:1:pos:R:3:lowdin_charge:R:1
Zn -0.04407 0.93733 0.41707 0.4453
S -2.42131 1.58529 0.30284 0.7269
S 1.93407 -0.22358 -0.00002 0.6899
O 0.07987 1.07576 2.32252 -0.1748
N 2.03359 -0.07457 2.77290 0.1245
N 3.96765 -0.47670 1.66067 -0.1188
N -3.09615 1.48379 -2.35899 0.0449
N 0.62170 3.27192 0.39887 -0.2021
N -4.70316 1.95858 -0.97060 0.0346
N 1.56282 5.60598 0.60426 -0.0796
C 2.07406 3.20913 0.63959 -0.1500
C -4.26530 1.60208 -3.24283 -0.0954
C -0.01868 3.97517 1.52528 -0.1404
C 0.36857 4.01987 -0.83938 -0.1280
C 0.39772 5.46190 1.53142 -0.0436
C 4.66471 -0.56188 2.95322 -0.1929
C 4.78946 -0.76274 0.48692 -0.2376
C 0.73515 -0.53927 6.72906 -0.0561
C 5.53399 0.47323 -0.01252 -0.0614
C -5.40826 1.90811 -2.25282 -0.0938
C 0.33133 0.05064 4.43057 -0.1466
C 1.21552 -0.27683 5.45935 -0.0146
C -3.41818 1.64287 -1.07568 -0.7960
C -1.51752 -0.18309 5.95418 -0.0592
C -1.04059 0.09568 4.68649 -0.0155
C 4.63590 -1.97643 3.52232 -0.0560
C -0.63065 -0.49145 6.97748 -0.0540
C 0.82495 0.36039 3.07736 -0.4004
C 1.11015 5.37785 -0.80377 -0.0465
C 2.66196 -0.22295 1.62022 -0.6623
C 2.62179 4.61493 0.96570 -0.0439
H 2.26370 2.53331 1.47149 0.1113
H 2.55329 2.78709 -0.24223 0.1126
H -2.24290 1.05057 -2.66420 0.1460
H 1.41930 -0.79172 7.52781 0.1130
H 1.99094 5.37599 -1.44386 0.1430
H 1.94370 6.54844 0.68480 0.1990
H 0.71373 3.43520 -1.69137 0.1336
H -1.00418 -0.69315 7.97256 0.1145
H 2.84662 4.72943 2.02498 0.1453
H -0.39876 6.11424 1.17684 0.1427
H 2.27511 -0.30593 5.24758 0.1030
H 3.52656 4.83526 0.40217 0.1441
H 4.86315 1.13487 -0.56235 0.0575
H -2.58169 -0.17290 6.14789 0.1116
H 0.68812 5.79248 2.52672 0.1450
H 6.34608 0.17535 -0.67378 0.0860
H 4.16930 -1.17547 -0.30343 0.0686
H 3.61101 -2.34480 3.55620 0.0780
H -5.16445 2.06141 -0.08247 0.1509
H 5.96903 1.02271 0.82346 0.0745
H -5.90009 2.85679 -2.45820 0.1264
H 0.26314 3.47179 2.44684 0.1258
H 5.69237 -0.23488 2.79461 0.1217
H -4.43282 0.67790 -3.79216 0.1280
H -4.11779 2.40856 -3.95895 0.1238
H 0.46831 6.20316 -1.10470 0.1429
H -1.09877 3.88316 1.42988 0.0981
H 5.23838 -2.65898 2.92337 0.0769
H 5.50376 -1.53494 0.77207 0.1268
H -6.16570 1.12532 -2.24481 0.1290
H -1.71931 0.33478 3.87829 0.1113
H 5.03905 -1.97210 4.53426 0.0850
H -0.70722 4.16352 -0.93751 0.1239
H 4.18954 0.12579 3.64490 0.1034
```